C44H77Br12N7O12 as an isolated structure at a distorted geometry. Source: OMol25; level of theory: ωB97M-V/def2-TZVPD.

```
152
Properties=species:S:1:pos:R:3
C 2.079 0.831 -5.269
C 1.894 -0.715 -5.506
C 2.110 -1.403 -4.162
C 3.219 -0.865 -3.424
N 4.097 -0.325 -2.875
H 1.523 1.074 -4.321
H 1.687 1.526 -5.987
H 3.090 1.092 -4.960
H 2.573 -1.234 -6.158
H 0.883 -0.895 -5.933
H 2.301 -2.477 -4.268
H 1.280 -1.320 -3.446
C -0.454 -0.471 6.754
C -1.880 -0.442 6.174
C -1.967 0.039 4.724
C -1.385 -1.141 3.978
N -1.203 -2.103 3.364
H 0.065 0.470 6.396
H 0.208 -1.343 6.366
H -0.373 -0.431 7.845
H -2.459 0.214 6.803
H -2.404 -1.386 6.261
H -1.451 1.008 4.505
H -2.932 0.070 4.231
C -1.364 6.261 6.698
C -0.850 6.366 5.280
C -1.247 5.209 4.451
C -0.579 3.923 4.839
N -0.096 3.001 5.296
H -1.966 7.229 6.965
H -0.626 6.137 7.433
H -1.979 5.401 6.920
H 0.188 6.492 5.267
H -1.358 7.157 4.768
H -1.016 5.372 3.426
H -2.321 5.027 4.528
C 1.305 1.373 2.204
C 2.249 2.449 1.661
C 1.553 3.862 1.733
C 0.318 3.844 0.943
N -0.688 4.038 0.408
H 0.321 1.516 1.825
H 1.124 1.529 3.247
H 1.597 0.312 1.832
H 2.536 2.186 0.638
H 3.148 2.557 2.251
H 2.174 4.663 1.333
H 1.259 4.020 2.811
C -1.837 -5.342 1.092
C -2.464 -5.406 -0.237
C -3.534 -6.466 -0.486
C -2.856 -7.761 -0.608
N -2.214 -8.718 -0.567
H -1.113 -6.129 1.157
H -2.502 -5.441 1.957
H -1.268 -4.451 1.308
H -1.771 -5.566 -1.048
H -3.001 -4.465 -0.463
H -4.180 -6.255 -1.321
H -4.268 -6.669 0.285
C 7.626 -5.024 -5.257
C 6.453 -4.508 -4.426
C 5.202 -4.181 -5.252
C 5.189 -2.848 -5.806
N 5.174 -1.772 -6.171
H 8.175 -5.718 -4.631
H 8.320 -4.227 -5.643
H 7.295 -5.594 -6.115
H 6.873 -3.594 -3.922
H 6.150 -5.320 -3.661
H 4.303 -4.479 -4.705
H 5.253 -4.904 -6.071
C 4.099 3.781 -1.437
C 3.389 3.845 -2.863
C 2.685 5.260 -3.097
C 1.812 5.749 -2.026
N 1.131 6.161 -1.212
H 4.472 2.766 -1.357
H 3.419 3.959 -0.593
H 4.925 4.451 -1.302
H 2.541 3.110 -2.809
H 4.068 3.691 -3.720
H 2.120 5.216 -4.013
H 3.442 6.057 -3.222
C 5.469 -0.451 0.127
O 4.517 -0.892 1.102
C 4.835 -0.468 2.354
O 5.741 0.313 2.634
O 3.958 -0.992 3.152
C 3.863 -0.407 4.429
H 6.474 -0.809 0.225
H 5.622 0.611 0.094
H 4.985 -0.766 -0.805
H 3.340 0.583 4.300
H 4.850 -0.325 4.817
H 3.258 -1.119 5.023
C -0.873 -3.277 -3.292
O -0.784 -3.044 -1.903
C 0.367 -3.148 -1.344
O 1.363 -3.518 -1.862
O 0.189 -2.746 -0.083
C 1.317 -2.588 0.746
H -1.426 -4.169 -3.347
H 0.129 -3.399 -3.724
H -1.328 -2.463 -3.850
H 0.996 -2.320 1.731
H 1.951 -1.813 0.450
H 1.768 -3.609 0.815
C -4.478 2.929 3.340
O -4.871 1.550 2.904
C -5.760 1.435 1.902
O -6.584 0.562 1.994
O -5.620 2.390 0.900
C -6.379 2.134 -0.289
H -4.392 2.935 4.422
H -5.249 3.625 3.126
H -3.549 3.205 2.829
H -6.168 1.144 -0.754
H -6.070 3.014 -0.895
H -7.501 2.198 -0.214
C -4.938 2.149 -3.825
O -4.716 0.891 -4.517
C -5.564 -0.125 -4.233
O -6.626 0.010 -3.717
O -4.937 -1.288 -4.594
C -5.769 -2.450 -4.596
H -4.083 2.799 -3.865
H -4.978 1.918 -2.778
H -5.837 2.574 -4.257
H -5.255 -3.232 -5.069
H -6.677 -2.195 -5.135
H -6.004 -2.727 -3.576
C 2.937 -4.391 5.079
Br 4.355 -4.522 3.864
Br 1.388 -3.519 4.305
Br 3.508 -3.642 6.744
H 2.619 -5.353 5.448
C -0.890 0.786 -1.194
Br -1.948 0.308 -2.879
Br 0.981 0.404 -1.507
Br -1.667 -0.072 0.370
H -1.067 1.849 -1.178
C -5.670 -2.321 0.674
Br -4.825 -1.720 -0.974
Br -4.307 -2.950 1.925
Br -6.964 -3.652 0.261
H -6.196 -1.488 1.114
C -1.572 5.382 -2.443
Br -3.311 5.009 -1.670
Br -1.570 6.763 -3.724
Br -0.691 3.783 -3.104
H -0.983 5.815 -1.612
```

- HOMO energy: -10.0 eV
- LUMO: -0.0019 Eh
- Largest force on an atom: 0.0627 Eh/bohr
- Charge: 0
- Orbital gap: 0.3640 hartree
- Calculated total energy: -33896.93051 Ha